The following is a DFT calculation (ωB97M-V/def2-TZVPD) of a molecular structure, C16H23NO3P2Ti in a non-equilibrium geometry.

Each line ends with the Mulliken spin population.
Positions of all 46 atoms, in Å:
Ti: -0.120 0.925 -1.519  1.368
P: -0.211 3.185 -1.157  0.679
P: -0.653 1.123 1.096  -0.023
O: 0.588 -2.860 -3.391  0.001
O: 1.031 -2.009 0.849  0.003
O: -0.185 -1.264 -2.022  -0.001
N: 0.818 -3.239 -1.190  0.003
C: 0.400 -2.356 -2.173  -0.001
C: 0.402 1.292 2.630  0.008
C: -2.956 5.259 0.905  -0.004
C: 0.766 -3.064 0.231  0.001
C: -2.097 4.806 -0.070  -0.037
C: 0.502 -4.214 1.067  0.001
C: -2.439 3.284 2.225  -0.012
C: -1.572 2.795 1.200  0.004
C: -1.914 0.024 1.819  0.008
C: 1.118 4.321 -1.070  0.010
C: 1.333 -4.437 -1.805  0.000
C: 0.055 -3.923 2.334  0.000
C: -3.140 4.500 2.066  0.036
C: 2.086 0.791 -1.345  -0.116
C: -1.384 3.613 0.070  0.023
C: 1.314 -4.128 -3.240  0.000
H: 2.592 1.590 -0.839  0.002
H: -1.997 5.382 -0.961  -0.004
H: 0.748 -4.890 -3.778  0.000
H: -0.109 1.742 3.495  -0.001
H: 2.613 -0.108 -1.016  0.010
H: -1.473 -0.943 2.069  0.003
H: 1.283 1.919 2.439  -0.001
H: 2.036 3.727 -1.091  0.019
H: -0.090 -4.730 3.011  0.000
H: 2.284 0.912 -2.403  -0.017
H: -2.698 -0.128 1.060  -0.001
H: -2.598 2.756 3.187  0.002
H: 2.324 -4.611 -1.375  0.000
H: -2.396 0.428 2.722  0.000
H: -3.487 6.199 0.819  0.000
H: 0.601 -5.197 -1.558  0.000
H: 0.757 0.316 2.971  0.000
H: 2.308 -4.005 -3.687  0.000
H: 1.102 4.874 -0.134  0.005
H: -0.111 -2.878 2.647  0.000
H: 1.187 5.076 -1.851  0.029
H: -3.799 4.854 2.860  0.001
H: 0.749 -5.207 0.671  0.000

Output
HOMO-LUMO gap (alpha / beta) ... 7.755 / 6.573 eV
M ... 387.2 Da
Spin multiplicity ... 3
Relative energy (zero: lowest compared OMol25 entry of this formula, charge and spin) ... 0.0 kcal/mol
Max |F| ... 4.6 eV Å⁻¹
LUMO energy (alpha / beta) ... -0.2659 / -0.3276 hartree
Calculated total energy ... -2435.47366 Eh
Charge ... +2